(1)
Below is C46H36IN13O2S2V as an isolated structure, with properties calculated with wB97M-V/def2-TZVPD.

Each line ends with the Löwdin spin population.
Geometry (Å):
I (1.28408, 3.68168, -4.33182)  -0.001
V (-0.55410, -0.51073, -0.31263)  2.747
S (-3.20689, -0.72921, -0.11642)  0.005
S (-3.56907, -3.70849, -0.83694)  0.008
O (1.07265, -1.36971, -2.82003)  0.009
O (-0.63359, 5.50774, 4.55682)  0.000
N (1.23759, 0.83724, 5.49703)  0.000
N (1.25561, 1.42984, 3.31813)  0.000
N (-0.13244, -1.36191, 1.63022)  0.012
N (-0.85628, 7.64335, 4.99131)  0.000
N (-1.35047, 6.91668, 6.07821)  0.000
N (1.57921, -0.72872, -0.32134)  -0.002
N (-0.94312, 3.75281, -0.00503)  0.001
N (-0.42686, 1.61421, 0.44030)  0.018
N (-0.01836, 0.87838, 5.00456)  0.000
N (-0.79219, 0.54586, -2.29407)  0.010
N (-1.33581, -2.43546, -0.86328)  0.007
N (0.39124, 3.61044, 0.18453)  0.003
N (2.42499, -0.27972, -1.29742)  -0.001
C (2.01530, -0.62141, -2.53036)  0.001
C (-1.53045, 2.05257, 6.54190)  0.000
C (-1.39573, 2.53489, 0.16404)  0.006
C (0.43685, 5.82110, 2.05259)  0.000
C (-1.92437, 0.78613, -4.37997)  -0.001
C (-1.19358, 3.24492, 5.93308)  0.000
C (-2.61420, -2.26621, -0.62547)  0.025
C (-1.07205, 1.80934, -4.75542)  0.008
C (-1.75613, 0.18490, -3.14479)  0.011
C (-0.06874, 2.17682, -3.87499)  -0.001
C (-0.63478, -2.35895, 3.73607)  0.003
C (0.04457, 1.51651, -2.66475)  0.010
C (-2.12985, -4.60184, -1.24234)  0.001
C (-2.28576, 4.49423, 7.67796)  0.000
C (-1.99222, -5.94870, -1.56006)  0.001
C (1.18306, -1.46281, 1.88544)  0.019
C (0.24713, -4.23190, -1.50352)  0.000
C (0.68311, 2.33768, 0.44932)  0.009
C (-2.23933, 2.08315, 7.73766)  0.000
C (0.96001, 8.34514, 1.04551)  0.000
C (0.97048, 5.94824, 0.78199)  0.000
C (0.72080, -2.43958, 4.02263)  0.014
C (-1.16063, 0.74148, 5.88672)  0.000
C (-1.02410, -3.74656, -1.20848)  0.003
C (0.15609, 6.94742, 2.81432)  0.000
C (1.63797, -1.98557, 3.09421)  0.001
C (1.96293, 1.17755, 4.45174)  0.000
C (0.01383, 1.23211, 3.71136)  0.000
C (0.38266, -5.57158, -1.81375)  0.001
C (2.11014, -1.03738, 0.81949)  0.041
C (0.42435, 8.21766, 2.31593)  0.000
C (3.01988, 0.52874, -5.98427)  0.000
C (4.18777, 1.23947, -5.73795)  0.000
C (-1.57046, 4.45942, 6.48766)  0.000
C (-1.01621, -1.80693, 2.52758)  0.016
C (-0.72484, -6.42531, -1.84097)  0.000
C (3.58435, -1.08625, 1.06524)  0.006
C (1.30462, 4.72576, -0.04058)  0.000
C (1.22511, 7.21664, 0.27760)  0.000
C (2.81076, 0.03590, -3.63313)  0.000
C (-1.20885, 5.67753, 5.76872)  0.000
C (3.97801, 0.75501, -3.39018)  0.000
C (-0.44024, 6.77619, 4.13745)  0.000
C (4.66690, 1.34770, -4.43935)  0.000
C (-2.61252, 3.29816, 8.29989)  0.000
C (2.34005, -0.07648, -4.93690)  0.000
H (5.57987, 1.89649, -4.24252)  0.000
H (-1.18227, 2.30550, -5.71070)  0.000
H (-2.50011, 1.15690, 8.23747)  0.000
H (1.16193, 9.32863, 0.64276)  0.000
H (1.68225, 1.96981, 0.63355)  0.000
H (-3.16348, 3.31109, 9.23127)  0.000
H (-2.57642, 5.44556, 8.10343)  0.000
H (-2.43717, 2.27435, 0.06526)  0.001
H (3.92097, -2.12062, 1.17880)  0.002
H (-1.98979, 0.35955, 5.28958)  0.000
H (-0.59105, -7.46985, -2.09121)  0.000
H (4.72339, 1.70604, -6.55557)  0.000
H (-2.85121, -6.60670, -1.58603)  0.000
H (1.06223, -2.85591, 4.96240)  0.001
H (-0.62711, 3.24424, 5.01142)  0.000
H (1.08036, -3.54397, -1.52681)  0.000
H (1.36219, -5.96536, -2.05318)  0.000
H (4.34110, 0.83530, -2.37449)  0.000
H (2.69718, -2.04231, 3.29598)  0.000
H (1.62798, 7.32701, -0.72253)  0.000
H (2.64375, 0.43850, -6.99596)  0.000
H (-2.05721, -1.70228, 2.24318)  0.001
H (-2.71914, 0.45342, -5.03335)  0.000
H (1.29086, 4.96498, -1.10420)  0.000
H (0.85353, 1.74589, -1.98556)  0.001
H (1.43709, -0.65010, -5.10464)  0.000
H (-0.87331, 1.32475, 3.10099)  0.000
H (-2.41192, -0.60765, -2.81265)  0.001
H (2.30195, 4.35505, 0.20157)  0.000
H (4.10705, -0.64422, 0.22389)  0.000
H (3.84190, -0.54780, 1.97999)  0.001
H (0.19699, 9.08703, 2.91862)  0.000
H (0.21721, 4.83800, 2.44865)  0.000
H (-0.91055, -0.00723, 6.63604)  0.000
H (-1.38554, -2.72218, 4.42497)  0.000
H (3.03863, 1.23507, 4.50536)  0.000

## Properties
Spin multiplicity: 4
Relative energy (zero: lowest compared OMol25 entry of this formula, charge and spin) in kcal per mole: 7.91
Orbital gap (spin up / spin down) in eV: 7.0 / 7.4
HOMO (spin up / spin down) in eV: -7.08 / -7.62
LUMO (spin up / spin down) in eV: -0.1 / -0.2

***

(2)
Below is C46H37As2ClCoN3O2Se as an isolated structure in a non-equilibrium geometry, with properties calculated with wB97M-V/def2-TZVPD.

Each line ends with the Löwdin spin population.
Geometry (Å):
Se (-2.31754, -5.26672, 1.59585)  0.370
As (-0.62020, 0.77931, -2.86595)  0.000
As (1.92947, 1.85329, -0.15064)  0.000
Co (-2.06188, -2.83288, 2.29345)  2.892
Cl (6.23259, -3.80035, 0.79720)  0.000
O (0.68628, -2.36091, 4.08044)  0.017
O (-0.13787, -2.27231, 2.02977)  0.119
N (-3.33973, -1.86071, 3.42575)  0.074
N (-4.49117, -1.59078, 2.87051)  0.014
N (-0.69106, -4.78772, -0.90170)  0.067
C (-1.67920, 0.59471, -5.64031)  0.000
C (-1.35156, -5.03100, 0.06208)  0.030
C (4.46443, -3.14050, 2.73349)  0.000
C (-5.41431, -1.11663, 0.69756)  0.017
C (4.63471, -3.67807, 1.42646)  0.000
C (-2.70372, 2.38920, -6.82552)  0.000
C (-2.25960, 1.10064, -6.81459)  0.000
C (-3.10084, -2.13467, -0.43141)  0.053
C (-2.39125, 3.25582, -5.77925)  0.000
C (-1.66180, -1.21254, 6.69510)  0.000
C (4.53670, 5.24100, -0.64698)  0.000
C (1.74752, 2.82135, 2.67110)  0.000
C (-5.18174, -0.96619, -0.63252)  0.011
C (-1.70657, 2.76247, -4.67596)  0.000
C (0.79336, -3.35440, -4.75654)  0.000
C (-3.52013, 0.36117, 6.43151)  0.001
C (0.94990, 2.10261, -2.87945)  0.000
C (0.75237, -2.61837, 2.89516)  0.012
C (-3.12366, -1.37521, 4.76253)  0.011
C (5.72344, 4.62832, -1.04448)  0.000
C (2.06686, -3.22362, 2.37008)  0.003
C (3.52344, 3.07745, -0.22414)  0.000
C (-3.88217, -0.29561, 5.27529)  0.004
C (3.50827, 4.47761, -0.09016)  0.000
C (0.25115, -0.88240, -3.55498)  0.000
C (-0.06461, -3.30634, -3.65069)  0.000
C (3.53224, -3.96768, 0.67234)  0.000
C (-4.40441, -1.72077, 1.49786)  0.039
C (-2.37924, -0.08846, 7.10229)  0.001
C (1.07916, 3.06312, 3.89959)  0.000
C (4.71288, 2.43360, -0.60961)  0.000
C (-3.27450, -2.32534, 0.90645)  0.234
C (0.91190, 2.87109, -1.58689)  0.000
C (-0.37152, 2.38530, 1.59647)  0.000
C (2.24131, -3.63895, 1.06675)  0.000
C (1.01437, 2.51690, 1.44235)  0.000
C (-1.93611, -1.73971, 5.44272)  0.004
C (1.47570, -2.23978, -5.13779)  0.000
C (-0.33377, 2.84746, 3.96276)  0.000
C (-1.06490, 2.54860, 2.79005)  0.000
C (-1.37377, 1.42335, -4.54304)  0.000
C (3.20441, -3.16195, 3.23422)  0.001
C (-4.00273, -1.42474, -1.18188)  0.013
C (5.80419, 3.22656, -1.07782)  0.000
C (-0.20424, -2.06874, -2.97084)  0.000
C (1.09352, -0.99877, -4.66280)  0.000
H (-0.08698, 3.02467, -1.14556)  0.000
H (0.81363, 2.70569, -3.81142)  0.000
H (-2.61121, 4.32944, -5.78227)  0.000
H (2.74393, 4.83826, 0.54381)  0.000
H (5.32066, -2.85616, 3.37873)  0.000
H (-0.92838, 2.16696, 0.67703)  0.000
H (-6.28681, -0.68463, 1.21457)  0.002
H (1.50906, -0.07898, -5.09215)  0.000
H (-2.02030, 0.51425, 7.98810)  0.000
H (-0.79800, -2.06149, -2.05515)  0.000
H (-2.27863, -2.64750, -0.95991)  0.007
H (2.84345, 2.86685, 2.60823)  0.000
H (4.82540, 1.37308, -0.43159)  0.000
H (4.45443, 6.32220, -0.69606)  0.000
H (1.32025, 3.89773, -1.60547)  0.000
H (-2.13015, 2.44321, 2.77189)  0.000
H (-5.87806, -0.47801, -1.31429)  0.001
H (6.71942, 2.75136, -1.39054)  0.000
H (-3.84847, -1.16997, -2.24487)  0.001
H (-1.56011, -0.49252, -5.60902)  0.000
H (-0.86494, 3.01352, 4.87910)  0.000
H (6.55815, 5.23371, -1.44052)  0.000
H (-0.43900, -4.19940, -3.18806)  0.000
H (0.81584, -4.28572, -5.35824)  0.000
H (-4.05783, 1.26199, 6.67466)  0.000
H (-3.26363, 2.80029, -7.65419)  0.000
H (-0.96378, -1.70616, 7.32432)  0.000
H (1.34978, -3.87705, 0.41865)  0.000
H (1.84975, 1.51339, -2.95236)  0.000
H (-1.43315, 3.46895, -3.90883)  0.000
H (-1.19885, -2.41023, 4.94862)  0.003
H (2.27003, -2.33622, -5.88873)  0.000
H (3.80384, -4.33590, -0.30847)  0.000
H (3.01363, -3.02143, 4.27739)  0.000
H (-4.78915, -0.03880, 4.72029)  0.000
H (1.66920, 3.42988, 4.72265)  0.000
H (-2.26739, 0.44663, -7.70161)  0.000

## Properties
Spin multiplicity: 5
Relative energy (zero: lowest compared OMol25 entry of this formula, charge and spin) in kcal per mole: 22.69
Orbital gap (spin up / spin down) in eV: 6.2 / 5.1
HOMO (spin up / spin down) in eV: -8.23 / -8.23
LUMO (spin up / spin down) in eV: -2.0 / -3.1